1.
Computed, not measured: a single C7H10 molecule, with the ωB97M-V functional and the def2-TZVPD basis.

Positions of all 17 atoms, in Å:
C -2.639 0.326 -0.008
C -1.364 0.553 -0.243
C -0.097 1.605 0.134
C 0.755 0.654 -0.300
C 2.278 0.448 -0.067
C -0.262 -0.420 -0.692
C -0.091 -1.533 0.297
H -3.162 -0.644 -0.240
H -3.195 1.116 0.402
H -0.070 2.481 0.671
H 2.443 -0.500 0.122
H 2.526 0.965 0.836
H 3.000 0.808 -0.846
H -0.027 -0.673 -1.755
H -0.976 -2.114 0.325
H 0.076 -1.027 1.253
H 0.806 -2.044 0.113

Calculated values
HOMO level	-8.885	eV
total energy	-7417.7471	eV
structure (SMILES)	C=C1C=C(C)[C@H]1C
lowest unoccupied orbital energy	0.0402	Eh
energy relative to the best compared isomer or geometry (same formula, charge and spin)	75.81	kcal per mole



2.
Computed, not measured: a single C7H10 molecule, with the ωB97M-V functional and the def2-TZVPD basis.

Positions of all 17 atoms, in Å:
C 0.597 2.370 -2.306
C 0.588 1.142 -1.725
C -0.166 0.792 -0.551
C -0.419 -0.492 -0.236
C -0.302 -0.970 1.158
C -1.061 -0.454 2.141
C 0.604 -2.173 1.367
H 0.916 2.541 -3.326
H 0.546 3.257 -1.680
H 1.488 0.580 -1.992
H -0.435 1.611 0.116
H -0.471 -1.239 -1.024
H -2.064 -0.146 1.879
H -0.695 -0.540 3.157
H -0.074 -2.936 1.746
H 0.869 -2.576 0.385
H 1.511 -2.082 1.954

Calculated values
HOMO level	-7.939	eV
total energy	-7417.1061	eV
structure (SMILES)	C=C/C=C/C(=C)C
lowest unoccupied orbital energy	0.0093	Eh
energy relative to the best compared isomer or geometry (same formula, charge and spin)	90.60	kcal per mole



3.
Computed, not measured: a single C7H10 molecule, with the ωB97M-V functional and the def2-TZVPD basis.

Positions of all 17 atoms, in Å:
C 2.099 -0.350 1.788
C 1.599 -0.482 0.700
C 1.027 -0.454 -0.619
C 0.003 0.670 -0.935
C -0.466 1.765 0.043
C -0.408 -0.793 -0.908
C -1.319 -1.302 0.182
H 2.544 -0.190 2.743
H 1.729 -0.731 -1.410
H 0.220 1.135 -1.893
H 0.367 2.184 0.623
H -0.888 2.589 -0.549
H -1.250 1.495 0.762
H -0.544 -1.297 -1.867
H -2.327 -0.916 0.007
H -1.376 -2.398 0.207
H -0.973 -0.969 1.165

Calculated values
HOMO level	-9.170	eV
total energy	-7418.4660	eV
structure (SMILES)	C#C[C@@H]1[C@H](C)[C@@H]1C
lowest unoccupied orbital energy	0.0400	Eh
energy relative to the best compared isomer or geometry (same formula, charge and spin)	59.24	kcal per mole